A cluster of 2 separate species, C5H8N2O3 in total at a distorted geometry, computed with ωB97M-V/def2-TZVPD.

For the energy relative to the best compared isomer or geometry (same formula, charge and spin), the calculation gives 812.4 kJ/mol. The calculation puts the largest force on an atom at 5.99 eV/A. Its LUMO energy (alpha / beta) is 0.22 / -0.48 eV. The charge is 0.

Each line ends with the natural charge from an NBO analysis.
Atoms and positions in Å:
C1 2.623 -1.384 0.067  0.39
C2 -1.420 -0.094 0.611  -0.41
C3 -1.046 0.047 -0.870  -0.20
C4 -0.046 0.373 1.045  -0.21
C5 1.484 0.625 -0.887  0.19
N1 0.253 0.615 -0.394  -0.36
N2 2.616 0.915 -0.224  0.38
O1 2.353 -2.030 1.029  -0.46
O2 3.742 0.725 -0.718  -0.48
O3 2.397 1.458 0.872  -0.49
H1 3.431 -1.231 -0.516  0.17
H2 -2.234 0.443 1.048  0.22
H3 -1.508 -1.297 0.925  0.20
H4 -1.056 -0.951 -1.463  0.21
H5 -1.681 0.759 -1.350  0.21
H6 0.042 1.288 1.605  0.22
H7 0.680 -0.332 1.418  0.22
H8 1.620 0.559 -1.884  0.21